# 1
51
Properties=species:S:1:pos:R:3 method="wB97M-V/def2-TZVPD" smiles="CCN(CC)C(=O)c1[nH]cnc1C(=O)N[C@@H](C)C(=O)OCc1ccccc1" e_lumo_ev=0.7 orbital_gap_ev=9.66
C 2.81 -2.38 -0.86
H 2.68 -1.31 -0.96
H 2.82 -2.83 -1.85
H 3.77 -2.58 -0.39
C 1.66 -2.97 -0.05
N 1.52 -2.38 1.26
C 0.40 -1.82 1.75
O 0.27 -1.55 2.94
C -0.75 -1.57 0.84
C -0.97 -0.92 -0.36
N -2.30 -0.91 -0.63
C -2.89 -1.51 0.36
N -1.99 -1.93 1.28
H -2.17 -2.36 2.18
H -3.94 -1.67 0.44
C -0.03 -0.16 -1.21
O 1.10 0.14 -0.87
N -0.58 0.18 -2.40
H -1.59 0.05 -2.46
C -0.02 1.26 -3.18
C -0.65 1.31 -4.57
H -0.47 0.37 -5.09
H -1.72 1.48 -4.49
H -0.20 2.11 -5.15
C -0.25 2.59 -2.44
O 0.54 3.49 -2.37
O -1.45 2.57 -1.87
C -1.73 3.51 -0.82
C -1.61 2.75 0.48
C -0.35 2.48 1.00
C -0.22 1.69 2.13
C -1.34 1.17 2.74
C -2.60 1.43 2.23
C -2.73 2.22 1.09
H -3.71 2.41 0.68
H -3.48 1.02 2.70
H -1.23 0.54 3.61
H 0.76 1.47 2.52
H 0.53 2.88 0.51
H -1.01 4.33 -0.88
H -2.74 3.88 -0.98
H 1.06 1.11 -3.24
C 2.63 -2.54 2.19
C 3.39 -1.24 2.40
H 2.73 -0.51 2.85
H 3.74 -0.84 1.45
H 4.24 -1.40 3.05
H 2.21 -2.87 3.15
H 3.29 -3.32 1.80
H 0.73 -2.83 -0.60
H 1.82 -4.05 0.08

***

# 2
14
Properties=species:S:1:pos:R:3 method="wB97M-V/def2-TZVPD" smiles="NCNC=O.O" e_lumo_ev=0.7 orbital_gap_ev=10.23
O -1.34 0.78 -1.48
C -1.19 -0.42 -1.45
N -0.12 -1.02 -0.85
C 0.85 -0.15 -0.17
N 1.97 -0.99 0.25
H -1.96 -1.12 -1.81
H 0.38 -1.77 -1.31
H 1.21 0.62 -0.86
H 0.36 0.37 0.65
H 1.92 -1.24 1.22
H 2.86 -0.54 0.10
H -0.41 0.63 3.00
H -1.24 1.89 3.14
O -0.42 1.56 2.75

***

# 3
97
Properties=species:S:1:pos:R:3 method="wB97M-V/def2-TZVPD" charge=+3 e_lumo_ev="-8.1 / -10.1" orbital_gap_ev="7.76 / 5.78" multiplicity=5
Os -0.29 0.00 0.42
N 1.62 0.01 0.26
S 2.73 0.01 -0.76
N 2.60 0.88 -2.10
S 2.35 2.43 -2.04
N 1.85 2.98 -0.66
S 0.31 2.98 -0.24
N -0.52 1.73 -0.50
C 0.45 3.39 1.47
C 1.57 3.00 2.19
C 1.57 3.21 3.56
C 0.47 3.79 4.18
C -0.65 4.16 3.44
C -0.67 3.96 2.07
C -0.47 4.33 -1.04
C -1.62 4.13 -1.79
C -2.20 5.22 -2.42
C -1.63 6.48 -2.28
C -0.48 6.67 -1.52
C 0.12 5.59 -0.89
C 3.83 3.31 -2.34
C 4.30 4.25 -1.43
C 5.51 4.88 -1.72
C 6.20 4.57 -2.88
C 5.71 3.63 -3.78
C 4.51 2.98 -3.51
C 1.28 2.75 -3.39
C 1.28 4.04 -3.91
C 0.38 4.33 -4.92
C -0.50 3.35 -5.38
C -0.48 2.07 -4.84
C 0.42 1.76 -3.83
C 2.96 -1.60 -1.43
C 3.51 -1.78 -2.70
C 3.74 -3.08 -3.13
C 3.44 -4.16 -2.31
C 2.90 -3.95 -1.04
C 2.66 -2.67 -0.59
C 4.20 0.47 0.09
C 4.23 0.32 1.47
C 5.41 0.61 2.14
C 6.53 1.03 1.43
C 6.49 1.15 0.04
C 5.32 0.86 -0.64
H 2.42 2.55 1.69
H 2.44 2.94 4.14
H 0.49 3.96 5.25
H -1.49 4.62 3.93
H -1.53 4.26 1.48
H -2.04 3.14 -1.88
H -3.09 5.09 -3.00
H -2.09 7.33 -2.76
H -0.05 7.66 -1.41
H 1.01 5.72 -0.29
H 3.75 4.47 -0.53
H 5.90 5.62 -1.03
H 7.14 5.07 -3.09
H 6.26 3.40 -4.68
H 4.12 2.25 -4.21
H 1.97 4.80 -3.56
H 0.36 5.32 -5.36
H -1.19 3.58 -6.18
H -1.15 1.31 -5.22
H 0.47 0.76 -3.41
H 3.74 -0.94 -3.33
H 4.16 -3.25 -4.11
H 3.63 -5.16 -2.65
H 2.67 -4.80 -0.40
H 2.25 -2.50 0.40
H 3.35 0.00 2.01
H 5.46 0.51 3.21
H 7.45 1.25 1.96
H 7.37 1.46 -0.50
H 5.29 0.92 -1.72
C -2.66 -0.19 -1.44
N -4.04 -0.40 -1.74
C -4.42 -1.77 -1.37
N -4.20 -1.99 0.06
C -2.83 -1.82 0.38
N -2.35 -0.39 0.05
C -3.28 0.57 0.81
N -4.65 0.34 0.48
C -4.85 0.54 -0.96
C -5.02 -1.04 0.82
H -2.36 0.82 -1.70
H -2.04 -0.91 -2.00
H -3.83 -2.48 -1.95
H -5.47 -1.93 -1.61
H -2.20 -2.51 -0.19
H -2.67 -1.97 1.45
H -2.98 1.58 0.54
H -3.10 0.40 1.88
H -4.58 1.56 -1.22
H -5.90 0.39 -1.19
H -6.07 -1.20 0.59
H -4.87 -1.21 1.89
I -0.26 -1.08 2.76